Model P:
The following is a DFT calculation (ωB97M-V/def2-TZVPD) of the ion C4H8N with charge +1.

Summary:
- Highest occupied orbital energy: -15.46 eV
- Structure (SMILES): C=C/C=[NH+]/C
- HOMO-LUMO gap: 10.120 eV

Geometry as ORCA input:
```
! RIJCOSX wB97M-V def2-TZVPD def2/J DEFGRID3
* xyz 1 1
N -1.115 -0.541 0.439
C 0.105 -0.209 -0.058
C 2.466 0.238 -0.862
C 1.574 -0.712 -0.664
C -2.114 0.412 0.793
H -2.878 0.470 0.014
H -2.613 0.085 1.705
H 3.428 -0.014 -1.281
H -1.691 1.402 0.946
H 0.195 0.877 -0.105
H 2.304 1.276 -0.623
H -1.360 -1.524 0.551
H 1.698 -1.761 -0.854
*
```

Partial atomic charges computed with the Löwdin method, in multiples of e: atom 1 (N): 0.01, atom 2 (C): 0.12, atom 3 (C): 0.07, atom 4 (C): -0.05, atom 5 (C): -0.04, atom 6 (H): 0.11, atom 7 (H): 0.11, atom 8 (H): 0.09, atom 9 (H): 0.11, atom 10 (H): 0.11, atom 11 (H): 0.08, atom 12 (H): 0.17, atom 13 (H): 0.09


Model Q:
The following is a DFT calculation (ωB97M-V/def2-TZVPD) of a cluster of 2 separate species, C4H8N in total.

Summary:
- Highest occupied orbital energy: -13.29 eV
- HOMO-LUMO gap: 8.091 eV

Geometry as ORCA input:
```
! RIJCOSX wB97M-V def2-TZVPD def2/J DEFGRID3
* xyz 1 1
N 1.826 0.035 -0.145
C 1.231 1.211 0.090
C 2.374 -0.979 -0.199
C -2.387 -0.273 -0.371
C -1.436 -0.597 0.526
H 0.325 1.291 -0.544
H -2.404 -0.719 -1.375
H -1.527 -0.626 1.594
H 0.991 1.165 1.222
H 1.978 2.012 -0.125
H -0.480 -0.895 0.139
H 2.832 -1.880 -0.593
H -3.324 0.256 -0.218
*
```

Partial atomic charges computed with the Löwdin method, in multiples of e: atom 1 (N): 0.04, atom 2 (C): -0.04, atom 3 (C): 0.35, atom 4 (C): -0.04, atom 5 (C): -0.09, atom 6 (H): 0.13, atom 7 (H): 0.06, atom 8 (H): 0.05, atom 9 (H): 0.17, atom 10 (H): 0.15, atom 11 (H): 0.00, atom 12 (H): 0.16, atom 13 (H): 0.06


Model R:
The following is a DFT calculation (ωB97M-V/def2-TZVPD) of the ion C4H8N with charge +1.

Summary:
- Highest occupied orbital energy: -15.20 eV
- Structure (SMILES): C=C[N+](=C)C
- HOMO-LUMO gap: 9.644 eV

Geometry as ORCA input:
```
! RIJCOSX wB97M-V def2-TZVPD def2/J DEFGRID3
* xyz 1 1
N -0.307 0.016 -0.082
C -1.667 -0.469 -0.075
C 0.864 -0.776 0.180
C -0.064 1.196 -0.461
C 1.996 -0.104 0.083
H 1.000 1.522 -0.692
H -1.875 -0.655 -1.150
H 2.930 -0.623 0.178
H -0.948 1.827 -0.594
H -1.602 -1.445 0.307
H 0.823 -1.847 0.336
H 2.374 0.939 -0.076
H -2.336 0.260 0.369
*
```

Partial atomic charges computed with the Löwdin method, in multiples of e: atom 1 (N): -0.15, atom 2 (C): 0.04, atom 3 (C): -0.06, atom 4 (C): 0.16, atom 5 (C): 0.06, atom 6 (H): 0.13, atom 7 (H): 0.14, atom 8 (H): 0.09, atom 9 (H): 0.14, atom 10 (H): 0.09, atom 11 (H): 0.14, atom 12 (H): 0.11, atom 13 (H): 0.12


model P is preferred energetically. Next in line: 0.625 eV higher.


Model P:
The following is a DFT calculation (ωB97M-V/def2-TZVPD) of the ion C4H8N with charge +1.

Summary:
- Highest occupied orbital energy: -14.27 eV
- Structure (SMILES): CC=C=C[NH3+]
- HOMO-LUMO gap: 10.102 eV

Geometry as ORCA input:
```
! RIJCOSX wB97M-V def2-TZVPD def2/J DEFGRID3
* xyz 1 1
N 1.510 1.755 0.809
C -0.613 -1.904 0.451
C 0.827 -0.392 -0.542
C 0.918 0.882 -0.495
C 0.529 -1.634 -0.272
H -1.495 -2.228 -0.064
H -0.585 -2.637 1.265
H 0.824 1.605 -1.355
H 2.315 1.251 1.130
H 1.825 2.709 0.426
H 0.688 1.797 1.432
H -1.027 -0.967 0.692
H 0.963 -2.499 -0.215
*
```

Partial atomic charges computed with the Löwdin method, in multiples of e: atom 1 (N): 0.20, atom 2 (C): -0.09, atom 3 (C): 0.00, atom 4 (C): -0.02, atom 5 (C): -0.09, atom 6 (H): 0.11, atom 7 (H): 0.12, atom 8 (H): 0.13, atom 9 (H): 0.13, atom 10 (H): 0.19, atom 11 (H): 0.16, atom 12 (H): 0.08, atom 13 (H): 0.08


Model Q:
The following is a DFT calculation (ωB97M-V/def2-TZVPD) of the ion C4H8N with charge +1.

Summary:
- Highest occupied orbital energy: -13.90 eV
- Structure (SMILES): C=[NH+]/C=C/C
- HOMO-LUMO gap: 6.408 eV

Geometry as ORCA input:
```
! RIJCOSX wB97M-V def2-TZVPD def2/J DEFGRID3
* xyz 1 1
N -1.636 0.114 0.304
C 0.695 -0.831 0.306
C -1.930 0.951 -0.753
C -0.212 0.125 0.510
C 2.083 -0.422 -0.093
H 2.666 -0.191 0.796
H -2.686 0.438 -1.343
H 1.998 0.550 -0.578
H 0.433 -1.844 0.602
H 2.629 -1.150 -0.682
H -2.149 1.961 -0.392
H 0.112 1.128 0.830
H -2.004 -0.828 0.492
*
```

Partial atomic charges computed with the Löwdin method, in multiples of e: atom 1 (N): 0.08, atom 2 (C): -0.09, atom 3 (C): 0.25, atom 4 (C): -0.16, atom 5 (C): -0.06, atom 6 (H): 0.09, atom 7 (H): 0.11, atom 8 (H): 0.08, atom 9 (H): 0.12, atom 10 (H): 0.09, atom 11 (H): 0.15, atom 12 (H): 0.15, atom 13 (H): 0.18


model P is preferred energetically. Next in line: 0.889 eV higher.


Model P:
The following is a DFT calculation (ωB97M-V/def2-TZVPD) of a cluster of 2 separate species, C4H8N in total.

Summary:
- Highest occupied orbital energy (spin up / spin down): -12.12 / -15.49 eV
- HOMO-LUMO gap (spin up / spin down): 5.096 / 10.360 eV

Geometry as ORCA input:
```
! RIJCOSX wB97M-V def2-TZVPD def2/J DEFGRID3
* xyz 1 1
N 0.232 0.436 -0.877
C -0.173 -0.716 -1.053
C 0.015 1.679 -0.209
C -0.221 -2.329 2.397
C 0.496 1.740 -1.650
H -0.663 -2.836 1.533
H -1.003 -1.623 2.798
H -0.190 -1.141 -2.064
H -0.247 1.822 -2.404
H -1.033 1.782 0.001
H 1.428 1.777 -2.120
H 0.651 -2.483 3.022
H 0.708 1.892 0.626
*
```

Partial atomic charges computed with the Löwdin method, in multiples of e: atom 1 (N): -0.09, atom 2 (C): 0.30, atom 3 (C): 0.00, atom 4 (C): 0.09, atom 5 (C): 0.08, atom 6 (H): -0.02, atom 7 (H): 0.00, atom 8 (H): 0.12, atom 9 (H): 0.12, atom 10 (H): 0.14, atom 11 (H): 0.12, atom 12 (H): -0.01, atom 13 (H): 0.15


Model Q:
The following is a DFT calculation (ωB97M-V/def2-TZVPD) of a cluster of 2 separate species, C4H8N in total.

Summary:
- Highest occupied orbital energy: -14.91 eV
- HOMO-LUMO gap: 10.334 eV

Geometry as ORCA input:
```
! RIJCOSX wB97M-V def2-TZVPD def2/J DEFGRID3
* xyz 1 1
N -1.213 0.101 0.713
C -0.591 -0.989 0.321
C -1.865 1.045 -0.188
C 3.147 0.049 -0.094
C 1.920 -0.349 -0.064
H -0.256 -1.620 1.183
H -1.404 0.285 1.708
H -1.283 0.836 -1.169
H -0.683 -1.340 -0.682
H 3.562 0.919 -0.614
H -2.862 0.857 -0.550
H -1.734 1.985 0.404
H 3.861 -0.729 0.243
*
```

Partial atomic charges computed with the Löwdin method, in multiples of e: atom 1 (N): -0.05, atom 2 (C): 0.07, atom 3 (C): -0.02, atom 4 (C): -0.08, atom 5 (C): 0.16, atom 6 (H): 0.13, atom 7 (H): 0.18, atom 8 (H): 0.13, atom 9 (H): 0.10, atom 10 (H): 0.09, atom 11 (H): 0.09, atom 12 (H): 0.12, atom 13 (H): 0.09


model Q is preferred energetically. Next in line: 2.303 eV higher.


Model P:
The following is a DFT calculation (ωB97M-V/def2-TZVPD) of a cluster of 2 separate species, C4H8N in total.

Summary:
- Highest occupied orbital energy: -15.38 eV
- HOMO-LUMO gap: 10.230 eV

Geometry as ORCA input:
```
! RIJCOSX wB97M-V def2-TZVPD def2/J DEFGRID3
* xyz 1 1
N -0.648 0.264 0.073
C -1.145 -1.040 0.286
C -1.262 1.351 0.372
C 2.521 -0.315 -0.041
C 2.097 0.344 -0.946
H 0.313 0.066 -0.381
H -0.512 -1.547 1.133
H -2.209 -1.115 0.469
H -0.822 2.343 0.064
H 1.531 0.907 -1.572
H 3.331 -0.854 0.413
H -2.389 1.277 0.622
H -0.807 -1.681 -0.493
*
```

Partial atomic charges computed with the Löwdin method, in multiples of e: atom 1 (N): -0.05, atom 2 (C): -0.05, atom 3 (C): 0.17, atom 4 (C): 0.06, atom 5 (C): 0.03, atom 6 (H): 0.09, atom 7 (H): 0.16, atom 8 (H): 0.11, atom 9 (H): 0.14, atom 10 (H): 0.02, atom 11 (H): 0.06, atom 12 (H): 0.16, atom 13 (H): 0.10


Model Q:
The following is a DFT calculation (ωB97M-V/def2-TZVPD) of a cluster of 2 separate species, C4H8N in total.

Summary:
- Highest occupied orbital energy (spin up / spin down): -16.10 / -13.83 eV
- HOMO-LUMO gap (spin up / spin down): 10.562 / 5.175 eV

Geometry as ORCA input:
```
! RIJCOSX wB97M-V def2-TZVPD def2/J DEFGRID3
* xyz 1 1
N 0.329 -0.878 0.457
C -2.577 0.207 0.328
C 2.035 1.021 0.498
C 1.399 -0.017 0.125
C 0.911 -0.954 -0.895
H -2.303 0.021 1.287
H 0.264 -0.567 -1.687
H 1.902 1.487 1.419
H 2.769 1.269 -0.286
H -2.610 1.199 -0.103
H -3.019 -0.565 -0.409
H -0.641 -0.505 0.487
H 1.542 -1.719 -1.222
*
```

Partial atomic charges computed with the Löwdin method, in multiples of e: atom 1 (N): 0.23, atom 2 (C): 0.19, atom 3 (C): 0.20, atom 4 (C): -0.24, atom 5 (C): -0.01, atom 6 (H): -0.02, atom 7 (H): 0.14, atom 8 (H): 0.09, atom 9 (H): 0.13, atom 10 (H): 0.03, atom 11 (H): 0.08, atom 12 (H): 0.07, atom 13 (H): 0.11


Model R:
The following is a DFT calculation (ωB97M-V/def2-TZVPD) of the ion C4H8N with charge +1.

Summary:
- Highest occupied orbital energy: -14.69 eV
- Structure (SMILES): C=CC[NH+]=C
- HOMO-LUMO gap: 9.728 eV

Geometry as ORCA input:
```
! RIJCOSX wB97M-V def2-TZVPD def2/J DEFGRID3
* xyz 1 1
N 0.171 -0.261 1.509
C 0.300 -0.738 0.018
C 0.201 0.129 -1.267
C -0.789 0.005 -2.151
C 0.160 0.927 1.905
H -0.533 -1.505 0.070
H -1.650 -0.712 -1.988
H -0.025 1.807 1.129
H 0.390 -1.128 1.958
H 1.411 -1.145 0.185
H 1.104 0.812 -1.187
H -0.955 0.593 -3.086
H 0.216 1.216 2.905
*
```

Partial atomic charges computed with the Löwdin method, in multiples of e: atom 1 (N): 0.04, atom 2 (C): -0.11, atom 3 (C): -0.18, atom 4 (C): 0.04, atom 5 (C): 0.15, atom 6 (H): 0.14, atom 7 (H): 0.10, atom 8 (H): 0.18, atom 9 (H): 0.16, atom 10 (H): 0.17, atom 11 (H): 0.12, atom 12 (H): 0.09, atom 13 (H): 0.10


model R is preferred energetically. Next in line: 1.162 eV higher.